Formula: C7H6BeO6S
Source: the OMol25 dataset
Level of theory: ωB97M-V/def2-TZVPD

Each line ends with the Löwdin charge.
CARTESIAN COORDINATES (ANGSTROEM)
O (-0.425, 3.821, -2.706)  0.303
C (-0.193, 2.868, -2.100)  0.147
Be (0.224, 1.278, -1.357)  -0.096
O (0.868, 2.873, 1.676)  0.216
C (0.627, 2.278, 0.733)  0.018
C (-0.442, -0.072, -2.302)  0.088
O (-0.843, -0.967, -2.904)  0.295
C (1.964, 0.914, -1.402)  0.085
O (3.072, 0.597, -1.438)  0.288
C (-1.840, 1.216, -0.121)  0.015
O (-2.870, 1.120, 0.366)  0.204
C (1.153, -1.676, 1.890)  -0.169
S (0.223, -0.721, 0.675)  0.871
C (-1.086, -1.914, 0.332)  -0.190
O (-0.437, 0.414, 1.488)  -0.562
H (1.581, -2.526, 1.345)  0.085
H (0.476, -2.009, 2.692)  0.097
H (1.953, -1.042, 2.293)  0.084
H (-1.286, -2.430, 1.273)  0.085
H (-1.979, -1.399, -0.013)  0.057
H (-0.737, -2.624, -0.420)  0.081

## Properties
Max |F| in eV/Å: 6.004
HOMO level in eV: -17.71
Total charge: +2
Calculated total energy in eV: -30857.94175
Orbital gap in eV: 7.78
E_LUMO in eV: -9.930